Entry 1:
ORCA calculation (ωB97M-V with the def2-TZVPD basis set) on one molecule with the formula C4H11NOS in a non-equilibrium geometry.

Geometry as XYZ:
```
18
Properties=species:S:1:pos:R:3:forces:R:3:nbo_charge:R:1
C 0.311256 0.088900 -0.689036 -4.498 2.090 1.269 -0.780
C 0.329064 2.500168 -1.538118 1.818 0.988 1.215 -0.616
C 0.137650 -1.516793 2.144846 1.512 1.045 -2.005 -0.784
C -0.323134 1.713928 -0.408249 1.924 -3.097 -0.844 -0.398
N -0.010338 -2.489568 -0.278889 1.062 1.410 -0.126 -1.067
O -1.921544 -0.840963 0.527673 1.240 0.062 -0.180 -0.932
S -0.465826 -0.982371 0.383307 -0.914 -2.150 0.145 1.856
H 1.264470 0.069376 -0.339201 3.446 0.106 0.560 0.176
H 1.233443 1.946744 -1.831490 -0.116 0.612 -0.234 0.208
H 0.634493 3.518537 -1.167224 -0.217 -0.837 -0.530 0.203
H -0.301588 2.630276 -2.395313 -0.368 -0.083 -0.372 0.211
H -0.038541 -2.597340 2.245770 -0.177 0.709 0.156 0.243
H 1.233635 -1.256519 2.210900 -1.030 -0.603 -0.269 0.225
H -0.356134 -0.813184 2.768284 -0.797 0.043 0.876 0.226
H -0.000501 2.017630 0.636212 -1.104 -0.065 -1.386 0.207
H -1.339187 1.643048 -0.759818 -0.724 -0.042 1.456 0.229
H -0.629127 -3.255351 -0.269485 -1.287 -0.775 0.864 0.394
H 0.241909 -2.376520 -1.240170 0.229 0.588 -0.596 0.399
```
Positions in Å, forces in eV/Å.

Properties
* energy above the lowest of the compared OMol25 structures with the same formula, charge and spin: 490.9 kJ/mol
* structure (SMILES): CCC=[S@](C)(N)=O
* charge: 0
* DFT total energy: -18694.83063 eV
* orbital gap: 9.01 eV

***

Entry 2:
ORCA calculation (ωB97M-V with the def2-TZVPD basis set) on one molecule with the formula C4H11NOS in a non-equilibrium geometry.

Geometry as XYZ:
```
18
Properties=species:S:1:pos:R:3:forces:R:3:nbo_charge:R:1
C 0.579666 1.989077 0.324042 2.051 -1.440 2.037 -0.606
C 1.696118 -0.133979 -0.645839 -1.398 -1.315 -1.120 -0.644
C -1.364988 -1.810901 0.801680 -1.159 1.168 -0.506 -0.816
C 0.594457 0.469978 0.266239 0.114 -0.693 1.515 -0.393
N -1.664878 -0.106711 -1.756071 2.801 -0.897 4.325 -1.045
O -2.052617 0.699242 0.654241 -2.253 2.706 2.608 -0.951
S -1.183418 -0.132282 -0.043329 0.610 -2.698 -6.114 1.853
H 0.054374 2.264443 1.243496 -0.073 0.469 -0.540 0.231
H 1.699123 2.123725 0.501488 -1.438 0.716 -0.380 0.214
H 0.224943 2.420193 -0.553198 -0.510 1.069 -1.408 0.228
H 1.084747 -0.796183 -1.370315 1.465 0.635 0.862 0.216
H 2.426191 -0.778851 -0.081912 -0.765 0.746 -0.638 0.230
H 2.223952 0.602062 -1.310468 -0.544 -0.501 0.943 0.234
H -0.734005 -1.800572 1.662876 0.061 0.059 0.826 0.225
H -2.447314 -2.085925 0.972332 1.066 1.190 0.148 0.264
H -1.070796 -2.585189 0.170491 1.051 -1.106 -1.376 0.227
H 0.763909 0.232365 1.366518 -0.223 -0.471 -1.345 0.223
H -0.829469 -0.570484 -2.202271 -0.856 0.363 0.163 0.310
```
Positions in Å, forces in eV/Å.

Properties
* energy above the lowest of the compared OMol25 structures with the same formula, charge and spin: 423.6 kJ/mol
* structure (SMILES): CC(C)[S@](C)(=N)=O
* charge: 0
* DFT total energy: -18695.52825 eV
* orbital gap: 9.19 eV

***

Entry 3:
ORCA calculation (ωB97M-V with the def2-TZVPD basis set) on one molecule with the formula C4H11NOS in a non-equilibrium geometry.

Geometry as XYZ:
```
18
Properties=species:S:1:pos:R:3:forces:R:3:nbo_charge:R:1
C 0.448556 -0.018075 -0.825592 -0.563 3.127 1.402 -0.788
C -2.023174 0.022693 -1.580453 -0.725 1.303 2.392 -0.607
C 2.251803 0.550141 1.290834 1.828 -1.883 0.196 -0.889
C -0.582032 0.539254 -1.773694 -0.951 -1.152 -2.309 -0.417
N -0.096484 -0.354157 2.052248 -0.894 1.704 1.016 -1.067
O -0.020783 1.956538 0.852835 0.055 -0.619 0.252 -0.924
S 0.520545 0.615921 0.701906 1.155 0.379 0.219 1.950
H 0.684276 -1.002381 -0.724887 0.740 -2.933 -0.435 0.211
H -2.524720 0.623863 -0.704294 0.684 -1.134 -1.658 0.199
H -2.030191 -1.009026 -1.271522 0.125 -0.493 0.186 0.200
H -2.641660 0.065897 -2.467340 -0.101 0.425 -0.223 0.203
H 2.359432 0.478329 2.371686 -0.810 0.080 0.202 0.224
H 2.807980 -0.376124 0.944823 -1.292 0.525 0.013 0.245
H 3.031156 1.263686 1.060823 -0.760 1.085 -0.942 0.259
H -0.403394 0.156944 -2.893985 0.571 1.194 2.360 0.211
H -0.620844 1.640824 -1.722036 0.397 -0.519 -0.318 0.231
H 0.553456 -1.060215 2.353733 0.402 -0.463 -0.390 0.371
H -0.228096 0.236782 2.939701 0.140 -0.627 -1.964 0.390
```
Positions in Å, forces in eV/Å.

Properties
* energy above the lowest of the compared OMol25 structures with the same formula, charge and spin: 456.1 kJ/mol
* structure (SMILES): CCC=[S@](C)(N)=O
* charge: 0
* DFT total energy: -18695.19169 eV
* orbital gap: 8.36 eV

***

Entry 4:
ORCA calculation (ωB97M-V with the def2-TZVPD basis set) on one molecule with the formula C4H11NOS in a non-equilibrium geometry.

Geometry as XYZ:
```
18
Properties=species:S:1:pos:R:3:forces:R:3:nbo_charge:R:1
C -1.306059 0.544338 0.908556 1.198 -1.256 3.891 -0.089
O -1.092796 1.165059 2.244891 -0.503 1.104 -0.958 -0.759
C 0.043029 0.263898 0.258744 -1.989 -0.564 -1.239 -0.080
C -0.342734 -0.829371 -0.854347 0.994 0.873 3.820 -0.423
C 0.795548 -0.894332 -1.812992 -0.673 1.119 -0.623 -0.496
S 1.414329 0.693769 -2.571219 1.111 -0.063 1.709 -0.090
N 0.953905 -0.330948 1.227242 0.880 0.837 -1.200 -0.840
H -1.997116 1.075314 0.352843 -1.121 1.310 -1.390 0.180
H -1.810137 -0.354811 1.329395 0.348 -0.323 -1.503 0.170
H -1.921273 1.643036 2.426444 0.609 -0.210 0.146 0.468
H 0.444345 1.151328 -0.260403 -0.157 -0.284 0.599 0.207
H -1.337895 -0.607306 -1.214887 -0.119 -0.250 -0.425 0.205
H -0.301714 -1.677480 -0.057649 -0.512 0.534 -2.236 0.232
H 1.563900 -1.343905 -1.259150 1.455 -0.710 0.133 0.232
H 0.521743 -1.411175 -2.690330 0.011 -1.147 -0.863 0.217
H 2.375252 0.991125 -1.556782 -1.273 -0.311 -1.378 0.135
H 0.389711 -0.470612 2.022849 -0.389 -0.493 1.398 0.368
H 1.607961 0.392074 1.506795 0.129 -0.169 0.119 0.365
```
Positions in Å, forces in eV/Å.

Properties
* energy above the lowest of the compared OMol25 structures with the same formula, charge and spin: 211.4 kJ/mol
* structure (SMILES): N[C@H](CO)CCS
* charge: 0
* DFT total energy: -18697.72754 eV
* orbital gap: 9.72 eV

***

Entry 5:
ORCA calculation (ωB97M-V with the def2-TZVPD basis set) on one molecule with the formula C4H11NOS in a non-equilibrium geometry.

Geometry as XYZ:
```
18
Properties=species:S:1:pos:R:3:forces:R:3:nbo_charge:R:1
C 1.947308 -1.119263 0.064338 -1.537 -1.311 2.041 -0.416
N 1.054882 -0.468942 -0.883390 2.308 0.044 -0.237 -0.649
C -0.005085 0.365751 -0.386716 -1.824 -0.442 0.664 -0.076
C -1.282462 -0.558213 -0.245690 0.908 0.837 -1.162 -0.512
S -2.886547 0.388473 -0.315100 0.687 -0.782 0.277 -0.083
C 0.189365 1.133550 0.965701 0.416 -0.178 -1.225 -0.071
O -0.274847 2.483932 0.846398 -0.036 -0.576 0.025 -0.715
H 2.716245 -1.862046 -0.229420 -0.571 0.811 -0.916 0.220
H 2.446905 -0.390952 0.698229 0.165 0.057 -0.122 0.190
H 1.299362 -1.747132 0.778349 0.890 0.622 -0.423 0.148
H 0.858462 -1.046221 -1.689377 -0.336 0.306 0.204 0.373
H -0.208649 1.184644 -1.078732 -0.046 -0.257 -0.359 0.206
H -1.113151 -1.184421 0.638135 -0.610 0.089 -0.177 0.214
H -1.237484 -1.167364 -1.165870 -0.437 -0.002 0.659 0.211
H -3.205155 -0.196426 -1.473749 -0.271 0.259 -0.014 0.137
H -0.359691 0.624667 1.755247 0.155 -0.102 0.248 0.162
H 1.263031 1.123163 1.166681 -0.281 0.535 0.386 0.189
H -1.202491 2.436798 0.554967 0.422 0.091 0.131 0.471
```
Positions in Å, forces in eV/Å.

Properties
* energy above the lowest of the compared OMol25 structures with the same formula, charge and spin: 206.1 kJ/mol
* structure (SMILES): CN[C@H](CO)CS
* charge: 0
* DFT total energy: -18697.78234 eV
* orbital gap: 9.14 eV

***

Entry 6:
ORCA calculation (ωB97M-V with the def2-TZVPD basis set) on a 2-piece molecular cluster, C4H11NOS overall in a non-equilibrium geometry.

Geometry as XYZ:
```
18
Properties=species:S:1:pos:R:3:forces:R:3:nbo_charge:R:1
C 0.937668 0.746292 -2.146427 1.811 -3.173 3.364 -0.402
C 2.135753 0.846001 0.144134 0.488 -0.146 -0.298 -0.676
C -2.438883 -1.780841 1.240652 5.443 -2.132 0.847 -0.774
C 1.397889 1.375918 -1.032601 -1.627 2.289 -1.737 -0.190
N -0.483441 0.376640 2.060201 -0.416 -0.256 1.213 -1.018
O -1.381122 0.063332 -0.384995 -0.406 0.809 0.609 -0.968
S -0.980389 -0.595013 1.130909 0.099 1.257 -2.643 1.548
H 0.424558 1.236770 -2.895130 -0.953 0.948 -1.424 0.200
H -0.907856 0.954142 -0.467097 -0.651 -1.696 0.348 0.517
H 0.995604 -0.444054 -2.200277 0.069 2.731 -0.114 0.187
H 2.450282 1.616296 0.846928 0.131 0.169 -0.326 0.232
H 3.004439 0.306042 -0.238461 0.064 -0.096 0.358 0.221
H 1.527795 0.207880 0.758780 -0.238 -0.521 0.140 0.236
H -3.338544 -1.346012 1.278405 -3.160 1.970 0.203 0.237
H -2.281114 -2.384311 0.354983 -0.263 -0.155 -0.209 0.236
H -2.177556 -2.408637 2.152532 -0.563 0.850 -1.064 0.239
H 1.132477 2.513205 -0.993389 0.693 -1.968 -0.114 0.196
H -0.017560 -1.283649 0.390853 -0.521 -0.880 0.847 -0.019
```
Positions in Å, forces in eV/Å.

Properties
* energy above the lowest of the compared OMol25 structures with the same formula, charge and spin: 600.6 kJ/mol
* structure (SMILES): C[S@H](#N)O.C=CC
* charge: 0
* DFT total energy: -18693.69417 eV
* orbital gap: 9.96 eV